DFT (ωB97M-V with the def2-TZVPD basis set) results for a cluster of 2 separate species, C20H48B2F2N5O5PSi in total.

E_tot in a.u.: -2321.28383
LUMO level in eV: -0.4
Gap between HOMO and LUMO in eV: 4.74

Positions of all 84 atoms, in Å:
C (-3.192, 4.501, -1.646)
C (-1.871, 3.836, -1.286)
N (-1.749, 2.469, -1.825)
C (-1.952, 1.419, -0.890)
F (-3.102, 1.651, -0.111)
C (-0.792, 1.316, 0.109)
O (0.364, 1.853, -0.466)
C (1.412, 2.131, 0.465)
C (1.256, 3.474, 1.197)
C (2.540, 4.311, 1.086)
C (0.710, 3.364, 2.636)
C (1.317, 2.308, 3.564)
C (2.844, 2.326, 3.616)
C (0.721, 2.456, 4.980)
N (-0.563, -0.062, 0.589)
B (-1.472, -0.388, 1.764)
O (-2.433, -1.355, 1.705)
O (-1.343, 0.423, 2.871)
C (-0.525, -1.013, -0.415)
N (-0.002, -2.180, -0.137)
B (0.078, -3.389, -1.082)
O (1.362, -3.803, -1.363)
N (-1.090, -4.013, -1.535)
C (-0.808, -5.232, -2.332)
C (-1.996, -4.406, -0.405)
P (0.620, -2.487, 1.520)
C (0.940, -4.274, 1.563)
C (2.246, -1.665, 1.545)
N (-0.977, -0.750, -1.691)
Si (0.312, -0.467, -2.953)
C (-0.037, 0.975, -4.076)
C (2.000, -0.296, -2.144)
C (0.348, -2.005, -4.035)
C (-2.152, 0.102, -1.672)
F (-3.181, -0.619, -1.130)
H (-4.027, 3.997, -1.157)
H (-3.336, 4.502, -2.727)
H (-3.184, 5.531, -1.289)
H (-1.706, 3.853, -0.209)
H (-1.063, 4.431, -1.722)
H (-2.450, 2.355, -2.551)
H (-1.061, 1.907, 0.989)
H (2.317, 2.167, -0.145)
H (1.540, 1.296, 1.157)
H (0.499, 4.019, 0.624)
H (2.609, 4.791, 0.111)
H (3.432, 3.691, 1.202)
H (2.592, 5.059, 1.877)
H (0.838, 4.346, 3.106)
H (-0.373, 3.205, 2.593)
H (1.020, 1.322, 3.198)
H (3.242, 3.288, 3.939)
H (3.278, 2.061, 2.649)
H (3.180, 1.554, 4.312)
H (-0.117, 3.154, 4.996)
H (0.332, 1.497, 5.326)
H (1.473, 2.774, 5.702)
H (-2.096, -2.255, 1.797)
H (-2.139, 0.947, 3.025)
H (1.972, -3.074, -1.520)
H (-1.749, -5.604, -2.738)
H (-0.407, -6.037, -1.712)
H (-0.142, -5.006, -3.165)
H (-2.167, -3.549, 0.253)
H (-2.932, -4.772, -0.818)
H (-1.553, -5.248, 0.143)
H (1.693, -4.637, 0.869)
H (1.295, -4.442, 2.583)
H (0.001, -4.815, 1.441)
H (2.776, -1.670, 0.591)
H (2.864, -2.128, 2.314)
H (2.079, -0.625, 1.827)
H (-1.078, 1.058, -4.391)
H (0.539, 0.774, -4.983)
H (0.282, 1.928, -3.656)
H (1.979, -0.104, -1.072)
H (2.563, -1.221, -2.298)
H (2.573, 0.494, -2.632)
H (1.323, -2.492, -3.998)
H (0.142, -1.746, -5.076)
H (-0.409, -2.730, -3.736)
H (-2.449, 0.345, -2.693)
O (-1.666, -7.179, 0.197)
H (-2.164, -7.526, -0.551)

Atom charges from the Löwdin analysis, given in e for atoms 1 to 4: -0.078, -0.236, 0.048, -0.358